C3H5N5 | ωB97M-V with the def2-TZVPD basis set

```
13
C3H5N5 ωB97M-V with the def2-TZVPD basis set
N 0.9079 -2.7938 -1.1762
N 1.7442 -0.9697 1.5882
N -1.1230 0.2415 -1.5712
N 0.1339 0.2072 0.4444
N -1.2096 2.1844 -0.0915
C 0.8625 -0.9525 0.7650
C -0.8327 0.6898 -0.4572
C 0.7817 -2.1553 0.0125
H 0.6446 1.1654 0.8558
H -1.4850 2.3114 0.9326
H 1.8900 -1.9792 1.4238
H -1.8351 2.6483 -0.7788
H -0.4795 -0.5975 -1.9472
```

**LUMO level**: -0.91 eV
**Energy**: -10637.5326 eV
**ΔE to the lowest compared entry with this formula, charge and spin**: 123.2 kcal per mole
**SMILES string**: [H]/N=C(/N)N/C(C#N)=N/[H]
**HOMO-LUMO gap**: 9.09 eV
**Total charge**: 0

Atom charges from the Löwdin analysis, given in e for atoms 1 to 2: atom 1 (N): 0.153, atom 2 (N): 0.189


C5H7N | ωB97M-V with the def2-TZVPD basis set

```
13
C5H7N ωB97M-V with the def2-TZVPD basis set
N -0.2263 1.1636 -0.0014
C 0.7190 0.2785 0.0009
C 2.1818 0.4455 0.0012
C -2.5373 0.1976 0.0015
C -1.2221 0.1402 -0.0013
C -0.1578 -0.9496 -0.0007
H -3.0506 1.1426 0.0022
H 2.4399 1.5001 0.0374
H 2.6144 -0.0683 0.8594
H -0.1138 -1.5737 -0.8928
H -0.1164 -1.5768 0.8891
H -3.1346 -0.6979 0.0029
H 2.6038 -0.0018 -0.8984
```

**LUMO level**: 0.96 eV
**Energy**: -6786.8274 eV
**ΔE to the lowest compared entry with this formula, charge and spin**: 38.9 kcal per mole
**HOMO-LUMO gap**: 10.09 eV
**Total charge**: 0

Atom charges from the Löwdin analysis, given in e for atoms 1 to 2: atom 1 (N): 0.158, atom 2 (C): -0.342


C4H12N3 | ωB97M-V with the def2-TZVPD basis set

```
19
C4H12N3 ωB97M-V with the def2-TZVPD basis set
N -1.6660 0.0415 -2.3229
N 1.5263 0.4706 1.2317
N 0.8376 -1.2080 2.7476
C 1.6985 -0.4417 2.2252
C -0.3694 -0.2991 -0.1027
C 0.1530 0.8229 0.8327
C -0.3468 -0.0251 -1.5804
H 0.3843 -0.6568 -2.0981
H 2.7350 -0.6097 2.5047
H -0.5024 0.8219 1.6995
H -1.4821 0.7186 -3.0583
H -1.3710 -0.6458 0.2004
H 0.1488 -1.2176 0.1863
H -0.1583 -1.0924 2.6254
H -2.5137 0.3291 -1.8613
H 0.1921 0.9053 -1.7639
H -1.7949 -0.8329 -2.8196
H 0.2680 1.8032 0.3794
H 2.2609 1.1160 0.9742
```

**LUMO level**: -4.00 eV
**Energy**: -8805.0933 eV
**ΔE to the lowest compared entry with this formula, charge and spin**: 60.9 kcal per mole
**SMILES string**: [H]/N=C\NCCC[NH3+]
**HOMO-LUMO gap**: 8.15 eV
**Total charge**: +1

Atom charges from the Löwdin analysis, given in e for atoms 1 to 2: atom 1 (N): 0.220, atom 2 (N): -0.021


C25H52BrN7O11S | ωB97M-V with the def2-TZVPD basis set

```
97
C25H52BrN7O11S ωB97M-V with the def2-TZVPD basis set
Br 4.6853 2.4297 0.6409
S 1.1196 5.7073 1.8188
O -5.8718 1.9735 -2.8769
O 0.2706 -2.3172 -0.3635
O 1.7391 5.3530 0.2710
O 4.2135 4.0270 -1.6996
O -3.1648 -3.2812 -3.1476
O 1.7503 0.6464 3.8153
O -0.1109 5.0450 -1.2285
O 1.1520 -7.1090 2.8265
O 0.2661 0.0183 1.8974
O 4.2474 2.0198 5.5196
O -3.4919 6.2267 -4.3187
N -0.2249 -4.4540 0.1117
N -5.7722 1.3090 -5.0183
N 3.7519 -0.1170 5.9947
N 0.6565 -9.2457 3.3017
N -2.1472 7.8715 -5.0421
N -1.8365 -1.4816 -2.9635
N 1.0012 2.9302 -0.5645
C 0.7895 -10.5194 3.9689
C -2.3571 6.6939 -4.3869
C -3.5531 -1.5216 -4.7240
C -5.3979 1.3801 -6.4112
C 0.5323 0.6380 3.2052
C -5.4700 2.1864 -4.0188
C 5.6061 0.9711 7.1888
C -2.8514 -2.1677 -3.5630
C -1.3230 -0.1745 -3.2995
C -4.6455 3.3945 -4.3633
C 1.0285 0.6511 0.8103
C -0.0919 -5.7276 0.7790
C 2.1665 2.4969 -1.4252
C -0.7805 1.3754 3.9337
C 1.6293 -3.3659 1.3058
C 3.8849 -1.3906 6.6620
C 3.6327 3.0521 -0.9459
C 1.4009 -8.1175 3.4836
C -1.1724 6.0082 -3.7672
C 0.5195 -3.3257 0.2936
C 4.4963 1.0113 6.1766
C -0.9018 8.5776 -5.2309
C 0.8661 4.4470 -0.4914
C 1.0071 2.2907 0.8063
C 2.5107 -8.1577 4.4958
H -6.3134 1.3957 -7.0073
H 6.1077 1.9432 7.2203
H 0.5254 0.2985 -0.2094
H -0.0707 -9.1402 2.6043
H -1.4980 5.0830 -3.2818
H 0.0074 2.6548 1.3476
H 2.1309 -2.3938 1.3372
H 4.0722 -2.1530 5.9021
H 2.9399 -1.6096 7.1651
H -4.0195 -0.5857 -4.4055
H 2.2592 1.3425 -1.5956
H 3.0122 -7.1855 4.5272
H -6.3296 0.5220 -4.7082
H 3.0247 -0.0114 5.2974
H -1.7707 1.0351 3.3601
H -4.8008 2.2639 -6.6378
H 0.7187 -5.7335 1.5083
H 2.2523 5.6367 2.6900
H -1.4139 -1.9817 -2.1905
H -1.8466 0.2748 -4.1439
H 5.1997 0.7603 8.1814
H -0.9521 -4.3484 -0.5857
H -1.0368 -5.9466 1.2820
H 2.1777 0.3350 0.7981
H -0.2627 -0.2793 -3.5418
H -0.7293 8.6786 -6.3051
H -4.4878 3.9980 -3.4641
H -0.6584 2.5213 3.6865
H -3.6698 3.0848 -4.7464
H 3.2458 -8.9163 4.2152
H -1.0057 9.5714 -4.7889
H 1.9720 2.9681 -2.5048
H 2.1043 -8.3685 5.4884
H 0.0955 -6.4900 0.0191
H 1.6001 -10.5253 4.6982
H 0.9768 -11.2817 3.2090
H -4.8262 0.4813 -6.6544
H 6.3412 0.2124 6.9083
H 1.8851 2.6444 1.5102
H -0.7198 6.6540 -3.0104
H -2.8438 -1.3380 -5.5350
H -0.8543 1.1350 5.0800
H -4.3369 -2.1893 -5.0951
H 2.3644 -4.1246 1.0252
H -0.1555 -10.7383 4.4720
H 4.6955 -1.3965 7.3913
H -5.1690 4.0066 -5.1022
H -0.0568 8.0622 -4.7734
H -0.4412 5.7540 -4.5389
H 1.2229 -3.5767 2.2984
H -2.9923 8.2717 -5.4318
H -1.4290 0.4670 -2.4214
```

**LUMO level**: -0.52 eV
**Energy**: -140593.7995 eV
**SMILES string**: CC(=O)OCCN(CC(=O)Br)C(=O)OS.CNC(C)=O.CNC(C)=O.CNC(C)=O.CNC(C)=O.CNC(C)=O.CNC(C)=O
**HOMO-LUMO gap**: 8.47 eV
**Total charge**: 0

Atom charges from the Löwdin analysis, given in e for atoms 1 to 2: atom 1 (Br): 0.679, atom 2 (S): 0.792


C7H12O | ωB97M-V with the def2-TZVPD basis set

```
20
C7H12O ωB97M-V with the def2-TZVPD basis set
O 3.1186 -3.7347 -0.2685
C -2.7597 1.2923 -0.5362
C -0.8098 0.9381 -1.9892
C -1.2844 0.9851 -0.7323
C -0.5235 0.5169 0.4341
C -1.1228 -0.4208 1.2836
C 0.8140 1.0252 0.5828
C 1.7810 0.5752 1.4407
H 1.5742 -0.2418 2.1308
H 2.3850 -3.8613 -0.8866
H 2.7674 1.0412 1.4645
H 0.2314 0.7423 -2.2333
H -3.1649 1.6603 -1.4966
H -3.4194 0.4835 -0.2345
H -1.4666 1.1891 -2.8198
H -2.8302 2.1407 0.1330
H -0.4961 -0.7881 2.0899
H -2.1388 -0.7429 1.0893
H 3.8189 -3.3044 -0.7896
H 0.9984 1.8197 -0.1232
```

**LUMO level (spin up / spin down)**: 3.50 / 3.42 eV
**Energy**: -9498.6691 eV
**ΔE to the lowest compared entry with this formula, charge and spin**: 20.1 kcal per mole
**2S+1**: 2
**HOMO-LUMO gap (spin up / spin down)**: 3.56 / 6.18 eV
**Total charge**: -1

Atom charges from the Löwdin analysis, given in e for atoms 1 to 2: atom 1 (O): -0.084, atom 2 (C): -0.095


C4H6N2O2 | ωB97M-V with the def2-TZVPD basis set

```
14
C4H6N2O2 ωB97M-V with the def2-TZVPD basis set
O -1.7397 -1.6168 -0.3510
O 2.9502 0.5518 0.0768
N 1.8090 -1.4961 0.1825
N 1.9222 -0.2253 0.4971
C -0.6767 1.6428 0.1108
C -0.2508 0.2756 -0.0702
C -0.4905 -1.0397 -0.0887
C 0.6131 -1.9773 0.1328
H -1.3453 1.7268 1.0655
H 0.4937 -3.1266 0.1288
H -1.7744 -2.4837 0.0263
H 3.2332 0.1352 -0.7950
H 0.1523 2.4071 0.1052
H -1.1819 2.1138 -0.7951
```

**LUMO level**: -0.18 eV
**Energy**: -11314.0199 eV
**ΔE to the lowest compared entry with this formula, charge and spin**: 161.9 kcal per mole
**HOMO-LUMO gap**: 7.65 eV
**Total charge**: 0

Atom charges from the Löwdin analysis, given in e for atoms 1 to 2: atom 1 (O): 0.028, atom 2 (O): -0.030


C28H32N4O3 | ωB97M-V with the def2-TZVPD basis set

```
67
C28H32N4O3 ωB97M-V with the def2-TZVPD basis set
O -2.9565 1.1636 -3.2280
O 0.4248 2.5659 1.8475
O -0.4382 -0.6948 1.4423
N -2.7778 -0.4274 -4.8085
N -0.4196 0.9841 -2.3758
N 2.1576 -0.1269 5.3531
N 1.3720 -0.0704 2.6214
C -0.4169 3.2469 -3.4602
C 0.0212 1.6144 -0.2671
C 0.0433 5.0315 -1.8908
C 2.1092 1.1180 4.6168
C 0.2900 1.5730 1.1461
C 4.2021 0.3148 6.5546
C 2.3517 0.8672 3.1174
C -2.0750 -1.4931 -5.4842
C -4.4271 -2.3642 -3.5547
C -3.7368 -3.2312 -4.6128
C -0.2367 0.5514 -1.1133
C 0.3711 0.1705 1.7495
C 1.4072 -1.3327 3.3342
C 4.9404 -2.3358 6.4078
C 0.1532 4.1506 -0.8357
C -4.1974 -0.3152 -5.0917
C 3.3652 -0.5777 5.8729
C -0.2381 4.5870 -3.1834
C 5.7642 -1.4385 7.0620
C 1.1830 -1.0559 4.8284
C -2.2676 -2.8592 -4.8172
C -5.0737 -1.0855 -4.0940
C -0.0249 2.7952 -1.0905
C -2.2850 0.3451 -3.8168
C -0.3090 2.3571 -2.4016
C 5.3809 -0.1092 7.1316
C -0.7865 0.1632 -3.4905
C 3.7619 -1.9176 5.8182
H 0.1724 6.0899 -1.7188
H 0.3643 4.4885 0.1661
H 2.3833 -1.8037 3.1751
H 1.1944 -1.9800 5.4050
H 0.6187 -1.9702 2.9317
H -0.3129 -0.4892 -0.8621
H -3.6996 -2.1004 -2.7842
H -1.7840 -3.6101 -5.4456
H 5.2196 -3.3780 6.3434
H -4.3611 -0.6800 -6.1072
H -3.7708 -4.2735 -4.2889
H -0.1907 0.4507 -4.3642
H -0.3210 5.3086 -3.9828
H -5.2097 -2.9475 -3.0659
H -2.4603 -1.5416 -6.5079
H 1.1182 1.5652 4.7428
H 2.8571 1.8159 4.9856
H -6.0159 -1.3265 -4.5892
H -5.2960 -0.4382 -3.2454
H 6.6864 -1.7686 7.5150
H -4.4626 0.7443 -5.0548
H -0.5803 -0.8793 -3.2391
H 0.1959 -0.5944 4.9463
H 2.2970 1.8075 2.5744
H 6.0027 0.6057 7.6510
H -0.6476 2.9121 -4.4604
H -1.7682 -2.8686 -3.8458
H -1.0105 -1.2606 -5.5478
H 3.3488 0.4266 2.9846
H 3.1589 -2.6518 5.3069
H 3.9159 1.3505 6.6557
H -4.2747 -3.1672 -5.5603
```

**LUMO level**: 0.41 eV
**Energy**: -41659.4662 eV
**ΔE to the lowest compared entry with this formula, charge and spin**: 3.6 kcal per mole
**SMILES string**: O=C(C(=O)N1CCN(c2ccccc2)CC1)c1cn(CC(=O)N2CCCCCC2)c2ccccc12
**HOMO-LUMO gap**: 8.00 eV
**Total charge**: 0

Atom charges from the Löwdin analysis, given in e for atoms 1 to 2: atom 1 (O): 0.100, atom 2 (O): 0.085


CHNO5S | ωB97M-V with the def2-TZVPD basis set

```
9
CHNO5S ωB97M-V with the def2-TZVPD basis set
S 0.4104 -0.8495 1.3335
O 1.3767 -0.6304 0.2842
O 0.7139 1.3158 -1.6027
O 0.2028 0.6419 2.1733
O -0.9236 -0.8182 0.3725
O -1.6265 -0.6972 -1.7921
N 0.4189 0.1536 -1.3033
C -0.7887 -0.3926 -0.9538
H 0.2162 1.2765 1.4884
```

**LUMO level**: -1.22 eV
**Energy**: -23610.9991 eV
**ΔE to the lowest compared entry with this formula, charge and spin**: 47.9 kcal per mole
**HOMO-LUMO gap**: 8.62 eV
**Total charge**: 0

Atom charges from the Löwdin analysis, given in e for atoms 1 to 2: atom 1 (S): 1.074, atom 2 (O): -0.386


Which max |F| belongs to each record? In order, 15.5, 0.6, 2.1, 9.5, 1.5, 4.7, 0.8, 4.7 eV Å⁻¹.